Run i
23
Properties=species:S:1:pos:R:3 method="wB97M-V/def2-TZVPD" lumo_ev=-9.166 molar_mass_g_mol=119.19 charge=+1 multiplicity=1
N 0.606 1.474 0.588
C 0.480 0.847 -0.676
C -0.920 0.443 -1.115
C -1.782 -0.187 -0.026
C -2.138 -1.477 0.064
C 1.145 1.630 -1.816
N 0.948 -0.672 2.555
H 1.345 1.061 -2.746
H -0.137 1.862 1.153
H 0.847 0.653 1.176
H 0.983 -0.149 -0.810
H -0.750 -0.332 -1.946
H -1.468 1.246 -1.683
H -2.399 0.492 0.636
H -1.474 -2.152 -0.513
H -2.918 -1.986 0.662
H 0.636 2.598 -2.059
H 2.218 1.930 -1.524
H 0.674 -1.309 1.839
H 0.403 -0.661 3.433
H 1.918 -0.844 2.835
H 1.066 -2.668 -0.142
O 0.720 -1.798 0.114


Run ii
23
Properties=species:S:1:pos:R:3 method="wB97M-V/def2-TZVPD" lumo_ev=-3.021 molar_mass_g_mol=119.19 charge=+1 multiplicity=1
C 1.190 0.931 0.484
O 1.027 1.437 -0.871
C 2.106 1.825 1.293
N 2.274 1.241 2.612
H 0.218 0.851 0.975
H 1.605 -0.070 0.375
H 1.027 2.401 -0.828
H 3.034 1.982 0.739
H 1.617 2.794 1.408
H 2.721 1.889 3.248
H 2.871 0.423 2.570
C -2.336 -2.777 0.038
C -2.169 -1.505 -0.720
C -1.063 -1.148 -1.338
N -0.975 0.143 -2.023
H -1.379 -3.221 0.299
H -2.894 -2.591 0.953
H -2.918 -3.492 -0.544
H -3.021 -0.831 -0.764
H -0.147 -1.717 -1.372
H -1.876 0.616 -1.981
H -0.225 0.756 -1.552
H -0.687 0.063 -3.002


Run iii
23
Properties=species:S:1:pos:R:3 method="wB97M-V/def2-TZVPD" lumo_ev=-7.659 molar_mass_g_mol=119.19 charge=+1 multiplicity=1
C -1.737 1.383 0.530
C -0.535 1.303 1.577
C 0.630 0.476 1.205
C 1.465 0.960 0.163
N 2.115 0.240 -0.721
C 0.863 -0.853 1.797
N -1.929 0.114 -0.112
H 0.247 -4.373 -3.103
H -1.584 2.236 -0.147
H -0.356 2.287 2.030
H -0.973 0.790 2.438
H 1.351 1.991 -0.187
H 2.810 0.833 -1.183
H 1.148 -0.212 -1.618
H 1.949 -0.887 1.831
H 0.278 -0.969 2.701
H 0.317 -1.591 1.171
H -0.136 -4.977 -2.903
H -2.864 -0.064 -0.447
H -2.640 1.681 1.064
H 0.564 -0.068 -3.047
H -1.243 0.060 -0.862
O 0.261 -0.360 -2.176


Run iv
23
Properties=species:S:1:pos:R:3 method="wB97M-V/def2-TZVPD" lumo_ev=-2.935 molar_mass_g_mol=119.19 charge=+1 multiplicity=1 smiles=CN[C@](C)(O)C[NH2+]C
C -2.627 -1.029 -0.332
N -1.490 -0.874 0.449
C -0.642 0.173 0.068
C -1.020 1.686 0.385
O -0.359 0.188 -1.323
C 0.836 -0.174 0.732
N 1.761 0.089 -0.315
C 3.067 -0.438 -0.018
H -3.402 -1.790 0.084
H -3.046 -0.113 -0.629
H -2.228 -1.263 -1.297
H -1.642 -0.928 1.451
H -2.028 1.792 0.602
H -0.425 1.844 1.284
H -0.624 2.274 -0.415
H -1.123 0.213 -1.869
H 0.730 -1.219 1.102
H 0.942 0.598 1.555
H 1.752 1.030 -0.421
H 1.342 -0.105 -1.250
H 3.001 -1.436 0.272
H 3.603 -0.526 -0.913
H 3.621 0.008 0.797


Which is most stable, and by how much? run ii, by 147.6 kJ/mol.


Run i
23
Properties=species:S:1:pos:R:3 method="wB97M-V/def2-TZVPD" lumo_ev=-7.719 molar_mass_g_mol=119.19 charge=+1 multiplicity=1
C -2.092 -1.311 1.423
C -1.364 -0.222 0.693
C -0.423 -0.874 -0.373
C 0.659 -0.069 -1.047
C 2.001 -0.121 -0.386
N 2.977 0.834 -0.966
N -0.619 0.570 1.702
H -2.688 -0.955 2.282
H -2.735 -1.914 0.792
H -1.368 -1.945 1.931
H -1.941 0.507 0.134
H 0.053 -1.724 0.185
H -1.005 -1.397 -1.141
H 0.824 -0.394 -2.086
H 2.303 -1.103 -0.796
H 2.072 0.112 0.676
H 3.412 0.431 -1.784
H 2.560 1.754 -0.960
H -0.220 1.432 1.346
H 0.005 0.128 2.362
H -0.360 1.381 -1.291
H -1.122 2.773 -1.688
O -0.931 2.108 -1.010


Run ii
23
Properties=species:S:1:pos:R:3 method="wB97M-V/def2-TZVPD" lumo_ev=-2.850 molar_mass_g_mol=119.19 charge=+1 multiplicity=1
C 0.019 -1.345 0.611
N 0.380 -2.412 -0.420
C 0.713 -0.107 -0.033
N -0.392 0.819 -0.656
C -0.767 1.726 0.533
C 0.404 1.662 1.443
C 1.476 0.695 0.890
H 0.357 -1.676 1.577
H -1.092 -1.255 0.730
H 1.445 -2.526 -0.464
H 0.179 -3.409 -0.147
H 1.439 -0.378 -0.842
H -1.108 0.286 -0.923
H -0.063 1.279 -1.550
H -1.708 1.456 1.016
H -0.879 2.754 0.258
H 0.633 2.628 1.960
H -0.117 1.126 2.298
H 2.295 1.172 0.193
H 2.004 0.125 1.806
H -2.276 -0.466 -3.095
H -1.530 -1.505 -2.493
O -1.414 -0.650 -2.692


Which is most stable, and by how much? run ii, by 290.6 kJ/mol.


Run i
23
Properties=species:S:1:pos:R:3 method="wB97M-V/def2-TZVPD" lumo_ev=-2.977 molar_mass_g_mol=119.19 charge=+1 multiplicity=1 smiles=C[NH2+]CCNCCO
C -1.590 -1.246 -2.295
N -0.947 0.020 -1.826
C -1.809 0.733 -0.811
C -1.346 0.293 0.601
N 0.083 0.015 0.582
C 0.897 0.931 1.394
C 2.395 0.422 1.439
O 2.408 -0.969 1.114
H -2.290 -0.887 -3.047
H -2.068 -1.846 -1.512
H -0.869 -2.012 -2.637
H -1.036 0.632 -2.645
H 0.016 -0.070 -1.488
H -1.788 1.806 -1.021
H -2.858 0.468 -1.006
H -1.812 -0.685 0.811
H -1.593 1.024 1.390
H 0.347 -0.916 0.878
H 0.900 1.920 0.935
H 0.543 1.052 2.411
H 2.874 0.865 0.541
H 2.948 0.684 2.319
H 2.563 -1.502 1.904


Run ii
23
Properties=species:S:1:pos:R:3 method="wB97M-V/def2-TZVPD" lumo_ev=-3.508 molar_mass_g_mol=119.19 charge=+1 multiplicity=1
C -1.645 1.217 2.272
C -0.827 0.188 1.375
C 0.522 0.714 0.907
C 1.176 0.049 -0.208
C 0.996 0.445 -1.464
N 1.720 -0.202 -2.552
N -1.583 -0.253 0.107
H -2.598 0.783 2.724
H -0.876 1.663 3.139
H -1.893 2.142 1.723
H -0.821 -0.695 1.986
H 0.374 1.729 0.486
H 1.334 0.829 1.672
H 1.803 -0.852 0.048
H 0.737 1.568 -1.610
H 1.963 0.363 -3.373
H 2.724 -0.505 -2.174
H 1.217 -1.216 -2.643
H -1.843 0.624 -0.366
H -2.396 -0.818 0.423
H -0.070 -3.280 -1.081
H -0.300 -1.953 -0.542
O 0.288 -2.540 -0.849


Which is most stable, and by how much? run i, by 156.5 kJ/mol.


Run i
23
Properties=species:S:1:pos:R:3 method="wB97M-V/def2-TZVPD" lumo_ev=-2.831 molar_mass_g_mol=119.19 charge=+1 multiplicity=1
C -1.566 1.398 0.786
C -1.280 2.460 0.033
N -2.212 3.463 -0.313
N -0.573 0.415 1.074
H -2.453 1.154 1.267
H -0.305 2.678 -0.390
H -1.988 3.833 -1.246
H -3.180 3.209 -0.279
H -0.636 -0.413 0.440
H -0.518 0.147 2.047
H 0.385 0.727 0.883
C 0.503 -2.504 -0.469
O -0.748 -1.717 -0.611
C 1.594 -1.774 0.276
C 2.143 -0.545 -0.475
H 0.243 -3.463 0.120
H 0.822 -2.840 -1.490
H -0.845 -1.471 -1.563
H 1.197 -1.420 1.269
H 2.368 -2.462 0.596
H 1.389 0.139 -0.835
H 2.895 -0.032 0.187
H 2.767 -0.981 -1.308


Run ii
23
Properties=species:S:1:pos:R:3 method="wB97M-V/def2-TZVPD" lumo_ev=-2.861 molar_mass_g_mol=119.19 charge=+1 multiplicity=1
C -1.142 -0.938 1.134
N -2.020 -0.533 -0.015
C 0.369 -0.572 0.778
N 0.447 0.099 -0.514
C 0.619 1.577 -0.254
C 1.532 1.635 0.930
C 1.065 0.418 1.756
H -1.024 -2.011 1.070
H -1.445 -0.495 2.100
H -2.337 -1.376 -0.492
H -2.774 0.045 0.319
H 0.904 -1.548 0.912
H -0.325 -0.154 -1.213
H 1.328 -0.266 -0.974
H -0.432 2.002 -0.059
H 0.981 2.033 -1.200
H 2.596 1.728 0.787
H 1.278 2.417 1.660
H 1.911 -0.215 2.111
H 0.658 0.469 2.801
H -0.579 -2.145 -3.121
H -0.962 -0.777 -3.595
O -0.420 -1.212 -2.923


Which is most stable, and by how much? run ii, by 31.3 kJ/mol.


Run i
9
Properties=species:S:1:pos:R:3 method="wB97M-V/def2-TZVPD" lumo_ev=-0.883 molar_mass_g_mol=98.06 multiplicity=1 smiles=[O-][n+]1nccnn1
O 0.355 -3.947 0.644
N 0.234 -2.792 0.277
N 0.826 -1.722 0.583
C 0.502 -0.457 0.261
C -0.876 -0.311 -0.158
N -1.131 -1.372 -0.936
N -0.645 -2.513 -1.061
H 1.318 0.221 0.497
H -1.516 0.528 -0.019


Run ii
9
Properties=species:S:1:pos:R:3 method="wB97M-V/def2-TZVPD" lumo_ev=0.344 molar_mass_g_mol=98.06 multiplicity=1 smiles=N#Cn1onc1N
N -3.566 -1.917 -0.169
C -3.093 -0.892 0.034
N -2.421 0.200 0.267
O -2.921 1.564 0.086
N -1.574 1.955 -0.210
C -1.109 0.732 -0.162
N 0.071 0.123 -0.104
H 0.923 0.532 0.304
H 0.039 -0.766 -0.584


Run iii
9
Properties=species:S:1:pos:R:3 method="wB97M-V/def2-TZVPD" lumo_ev=-1.655 molar_mass_g_mol=98.06 multiplicity=1 smiles="OC=C1N=NN=N1"
O 0.182 -1.086 -1.737
C -0.586 -1.010 -0.644
C -0.261 0.069 0.127
N 0.847 0.897 -0.141
N 1.172 1.516 0.956
N 0.116 1.163 1.936
N -0.692 0.265 1.598
H 0.784 -0.139 -1.512
H -1.562 -1.675 -0.582


Which is most stable, and by how much? run iii, by 73.1 kJ/mol.


Run i
7
Properties=species:S:1:pos:R:3 method="wB97M-V/def2-TZVPD" lumo_ev="-1.435 / -1.435" molar_mass_g_mol=75.04 multiplicity=1
C -1.211 0.230 -0.125
C -0.013 -0.404 -0.353
N -2.214 0.774 0.021
O 1.252 0.925 0.599
F 0.140 -1.629 0.164
H 0.239 -0.185 -1.379
H 1.807 0.290 1.073


Run ii
7
Properties=species:S:1:pos:R:3 method="wB97M-V/def2-TZVPD" lumo_ev="-0.931 / -1.027" molar_mass_g_mol=75.04 multiplicity=1
C 1.610 -0.027 -1.287
C -0.648 -1.015 0.022
N 1.371 0.279 -0.224
O -0.742 -1.566 1.063
F -0.750 -3.379 1.228
H 1.852 -0.457 -2.160
H -0.584 -1.283 -1.078


Which is most stable, and by how much? run i, by 226.5 kJ/mol.